A structure of composition C50H64BrN4O4SSe3Ti, computed with ωB97M-V with the def2-TZVPD basis set.

Structure (XYZ):
```
128
Properties=species:S:1:pos:R:3:forces:R:3
Ti -0.702 -1.402 0.011 -0.250 0.127 0.778
C 0.600 5.995 2.728 0.007 -0.001 -0.002
C 1.646 4.921 2.401 0.000 0.006 -0.002
C 2.547 4.700 3.625 -0.001 0.004 -0.006
C 2.518 5.435 1.255 -0.004 -0.005 0.004
C 0.944 3.612 2.043 0.007 -0.008 0.006
C 1.086 2.993 0.814 -0.024 0.008 0.001
C 0.434 1.793 0.568 0.056 -0.056 -0.012
Se 0.505 0.902 -1.118 -0.036 0.131 -0.087
C 2.192 0.018 -0.988 -0.045 0.028 0.048
C 3.391 0.716 -1.005 0.008 -0.023 -0.012
C 4.587 0.031 -0.902 -0.007 -0.002 0.000
C 4.519 -1.365 -0.849 -0.002 0.009 0.009
C 3.342 -2.099 -0.857 0.005 -0.036 -0.006
C 2.127 -1.372 -0.882 0.038 0.013 0.032
O 0.933 -1.969 -0.784 -0.145 0.031 -0.310
C 3.364 -3.629 -0.902 0.007 0.001 -0.005
C 4.785 -4.189 -0.784 -0.009 0.011 0.000
C 2.809 -4.059 -2.269 -0.012 -0.001 0.006
C 2.533 -4.250 0.226 0.009 -0.013 -0.014
C 5.946 0.726 -0.852 0.001 -0.004 0.000
C 6.812 0.262 -2.031 -0.003 0.003 0.002
C 5.811 2.247 -0.924 -0.001 -0.006 0.007
C 6.649 0.370 0.465 0.003 0.001 -0.002
C -0.387 1.183 1.515 0.086 0.041 0.054
O -0.953 0.015 1.235 -0.056 -0.064 -0.142
C -0.584 1.817 2.762 -0.013 -0.033 0.007
C 0.101 3.002 2.980 0.007 0.015 -0.006
C -1.540 1.225 3.801 0.002 0.005 -0.005
C -1.091 -0.178 4.235 -0.003 0.008 0.001
C -2.949 1.154 3.194 -0.032 0.012 -0.006
C -1.619 2.096 5.057 0.004 -0.005 -0.005
H 1.090 6.940 2.978 0.000 0.000 0.002
H -0.059 6.161 1.874 0.000 0.002 -0.001
H -0.021 5.703 3.576 -0.003 -0.001 -0.002
H 3.061 5.627 3.892 -0.001 0.000 0.003
H 1.970 4.372 4.491 0.001 -0.003 0.000
H 3.298 3.936 3.414 0.003 0.002 0.001
H 3.006 6.365 1.556 0.000 0.000 -0.001
H 3.297 4.717 0.992 0.001 0.002 -0.002
H 1.925 5.641 0.362 0.000 0.000 -0.001
H 1.692 3.426 0.030 0.001 0.001 0.002
H 3.361 1.794 -1.086 0.005 0.003 0.006
H 5.452 -1.908 -0.798 0.003 -0.005 -0.004
H 5.432 -3.860 -1.601 0.005 0.002 0.002
H 5.249 -3.912 0.166 -0.001 0.000 0.001
H 4.733 -5.279 -0.821 0.001 -0.001 -0.005
H 3.468 -3.724 -3.073 0.002 -0.005 -0.002
H 2.727 -5.148 -2.317 -0.007 -0.002 0.002
H 1.825 -3.627 -2.442 0.023 0.010 -0.010
H 2.881 -3.903 1.202 -0.009 0.011 0.004
H 1.476 -4.017 0.147 0.010 -0.006 0.003
H 2.632 -5.337 0.201 0.006 0.001 0.003
H 6.320 0.486 -2.980 0.003 0.005 -0.001
H 7.780 0.769 -2.015 0.003 -0.004 0.003
H 6.994 -0.813 -1.994 -0.004 -0.002 -0.004
H 5.340 2.564 -1.857 0.002 0.003 -0.001
H 5.222 2.636 -0.091 -0.003 0.000 -0.002
H 6.802 2.704 -0.877 0.001 0.002 -0.001
H 6.800 -0.707 0.559 0.000 0.000 0.001
H 7.627 0.856 0.518 0.000 0.000 0.001
H 6.053 0.698 1.319 0.002 0.000 0.001
H -0.028 3.495 3.934 -0.004 -0.002 0.002
H -1.133 -0.891 3.415 0.000 -0.001 0.005
H -0.069 -0.159 4.620 -0.009 0.001 0.003
H -1.749 -0.540 5.029 -0.005 -0.001 -0.005
H -2.965 0.544 2.293 -0.006 -0.007 -0.018
H -3.642 0.720 3.921 0.001 0.002 -0.011
H -3.299 2.155 2.930 -0.020 0.008 -0.007
H -0.656 2.157 5.571 -0.002 0.004 -0.001
H -1.961 3.109 4.832 -0.003 0.000 0.003
H -2.336 1.649 5.749 0.003 -0.001 0.003
Se -2.952 -2.248 1.230 0.029 -0.017 -0.048
Se -0.620 -4.930 2.147 0.041 0.049 0.046
C 0.350 -3.407 2.606 -0.070 -0.153 -0.032
C 1.130 -3.468 3.797 0.028 0.027 -0.011
C 2.045 -2.505 4.109 -0.022 -0.014 -0.007
C 2.199 -1.418 3.237 0.026 0.009 -0.011
C 1.361 -1.360 2.158 0.015 -0.004 0.024
N 0.428 -2.285 1.843 -0.022 -0.008 -0.061
C -2.676 -3.479 -0.153 -0.012 0.131 0.150
C -3.581 -4.403 -0.670 0.079 -0.134 -0.009
C -3.181 -5.199 -1.723 -0.015 0.025 0.015
C -1.905 -5.049 -2.264 0.009 -0.014 0.006
C -1.075 -4.092 -1.722 0.037 -0.044 0.061
N -1.451 -3.341 -0.686 -0.152 0.150 -0.294
H 0.994 -4.340 4.420 0.001 -0.003 -0.001
H 2.648 -2.590 5.006 0.002 0.005 0.001
H 2.920 -0.630 3.402 0.003 -0.006 0.008
H 1.445 -0.506 1.498 -0.017 0.001 -0.022
H -4.569 -4.483 -0.238 0.008 0.001 0.019
H -3.864 -5.930 -2.138 0.004 -0.003 -0.004
H -1.567 -5.652 -3.094 0.002 0.000 0.001
H -0.083 -3.902 -2.104 -0.021 0.000 -0.002
Br -7.452 -2.498 -5.072 -0.008 -0.003 -0.004
C -5.776 -2.046 -4.296 0.005 0.014 0.016
C -5.707 -1.803 -2.935 -0.030 0.011 -0.020
C -4.483 -1.466 -2.376 0.049 0.050 -0.001
C -3.351 -1.372 -3.176 -0.012 -0.013 -0.008
C -3.441 -1.634 -4.538 -0.003 -0.008 -0.012
C -4.657 -1.971 -5.111 0.012 0.003 0.007
C -2.009 -1.053 -2.572 -0.017 -0.025 -0.015
O -0.996 -1.079 -3.252 0.007 0.018 -0.050
O -2.061 -0.796 -1.299 0.361 -0.170 -0.089
H -6.593 -1.878 -2.320 0.001 -0.003 -0.001
H -4.389 -1.286 -1.311 -0.001 -0.041 -0.035
H -2.539 -1.578 -5.134 0.002 0.000 0.004
H -4.738 -2.176 -6.169 -0.002 -0.002 -0.001
C -2.379 2.401 -3.592 0.016 0.001 -0.010
N -3.650 2.032 -2.998 -0.040 0.051 -0.006
C -4.685 1.696 -3.960 0.020 -0.006 0.034
C -3.861 2.128 -1.670 0.030 -0.175 -0.113
S -2.702 2.606 -0.581 0.005 0.033 0.053
N -5.178 1.781 -1.274 0.031 0.130 0.068
C -6.094 2.911 -1.415 0.022 -0.047 -0.039
C -5.275 1.195 0.059 0.031 0.000 0.011
H -2.418 3.418 -3.997 0.002 0.004 0.011
H -2.159 1.703 -4.401 0.004 -0.003 0.012
H -1.593 2.351 -2.846 -0.001 -0.011 -0.016
H -4.279 0.994 -4.689 0.001 0.002 0.010
H -5.017 2.593 -4.494 -0.023 -0.011 0.005
H -5.527 1.235 -3.457 -0.015 -0.042 0.012
H -6.058 3.316 -2.426 0.008 0.013 -0.019
H -5.844 3.715 -0.710 -0.005 -0.005 0.012
H -7.111 2.570 -1.218 -0.002 -0.002 -0.005
H -4.627 0.322 0.132 0.024 0.046 0.044
H -6.311 0.884 0.207 -0.001 -0.034 -0.011
H -4.991 1.900 0.846 -0.019 0.013 0.027
```
Positions in Å, forces in eV/Å.

**Total charge**: -1
**Max |F|**: 0.8 eV/A
**Frontier orbital gap**: 0.2134 hartree